Entry 1:
{
  "formula": "C36H44N6O12",
  "method": "ωB97M-V/def2-TZVPD",
  "homo_lumo_gap_ev": 7.55,
  "e_lumo_ha": -0.004,
  "mol_weight_g_mol": 752.8,
  "smiles": "Oc1ccc(O)cc1.Oc1ccc(O)cc1.Oc1ccc(O)cc1.Oc1ccc(O)cc1.Oc1ccc(O)cc1.NC(N)=O.NC(N)=O.CC#N.CC#N",
  "symbols": ["O", "O", "O", "O", "O", "O", "O", "O", "O", "O", "O", "O", "N", "N", "N", "N", "N", "N", "C", "C", "C", "C", "C", "C", "C", "C", "C", "C", "C", "C", "C", "C", "C", "C", "C", "C", "C", "C", "C", "C", "C", "C", "C", "C", "C", "C", "C", "C", "C", "C", "C", "C", "C", "C", "H", "H", "H", "H", "H", "H", "H", "H", "H", "H", "H", "H", "H", "H", "H", "H", "H", "H", "H", "H", "H", "H", "H", "H", "H", "H", "H", "H", "H", "H", "H", "H", "H", "H", "H", "H", "H", "H", "H", "H", "H", "H", "H", "H"],
  "xyz": [[-4.255, -7.792, -1.561], [3.044, -5.351, 1.259], [-2.614, -2.761, -0.043], [-1.039, -5.204, 4.967], [-2.218, -3.911, -6.981], [3.784, -0.275, -0.774], [3.458, 7.448, 4.443], [1.765, 2.871, 2.014], [0.900, 2.802, -0.868], [4.038, 6.151, -3.897], [-1.995, -1.293, -2.202], [-1.982, 2.644, -0.999], [1.187, -4.854, 5.348], [-1.144, -1.777, 2.286], [0.364, -3.698, 3.849], [-3.820, 3.999, -0.620], [-2.687, 4.193, -2.441], [-2.911, 4.369, 5.780], [2.403, -1.914, 0.303], [-3.088, -4.036, -0.303], [3.600, 5.051, -1.926], [2.166, 4.015, 2.770], [4.448, -3.764, 0.269], [-1.640, 2.751, 4.055], [-2.310, -1.846, -5.789], [2.037, 4.767, -3.760], [3.041, 3.931, 3.776], [-1.987, -3.197, -5.839], [-2.281, -1.196, -4.566], [1.204, 3.895, -2.995], [1.606, 3.610, -1.683], [-3.875, -4.126, -1.447], [2.239, -3.177, 0.894], [-1.123, 0.493, 0.955], [3.241, -4.094, 0.821], [-4.201, -5.344, -1.870], [-2.757, -5.120, 0.536], [3.428, 5.125, 4.395], [-3.161, -6.424, 0.081], [-1.988, -1.928, -3.407], [-3.844, -6.526, -1.132], [-2.789, 3.552, -1.279], [2.845, 4.109, -1.173], [4.656, -2.462, -0.128], [1.730, 5.201, 2.262], [-2.380, 3.639, 5.012], [2.107, 6.411, 2.857], [0.032, -4.623, 4.722], [-1.765, -3.369, -3.452], [-1.126, -0.772, 1.687], [-1.742, -3.962, -4.698], [3.218, 5.284, -3.212], [3.637, -1.532, -0.175], [2.946, 6.333, 3.948], [-2.774, -7.300, 0.581], [1.319, -3.461, 1.382], [1.897, -4.255, 4.951], [-5.155, -7.914, -1.873], [3.224, 7.484, 5.373], [1.301, -5.497, 6.119], [1.357, -3.523, 3.793], [5.223, -4.514, 0.211], [-2.265, 3.568, -3.113], [0.013, 2.905, -1.221], [4.229, 5.062, 5.117], [5.600, -2.079, -0.485], [-4.214, -3.229, -1.943], [-0.117, 0.881, 0.791], [-1.551, 1.829, 4.630], [-2.623, -0.172, -4.592], [-3.367, 4.857, -2.782], [-0.676, 3.073, 3.662], [3.261, 3.776, -0.233], [-3.848, 3.495, 0.255], [1.630, -1.165, 0.209], [-2.455, -3.281, -7.665], [4.484, 5.455, -1.456], [0.236, 3.543, -3.322], [4.196, -0.202, -1.638], [4.657, 6.413, -3.211], [1.696, 5.033, -4.749], [-2.216, -2.755, 0.831], [-1.610, -5.031, -4.776], [1.381, 3.036, 1.150], [-1.458, -3.885, -2.555], [3.433, 2.963, 4.049], [-2.726, -1.288, -6.615], [-1.731, 0.633, 0.062], [-4.609, 4.527, -0.965], [-2.424, 2.527, 3.332], [-2.044, -1.899, -1.458], [-1.548, 1.212, 1.655], [1.670, 7.309, 2.446], [-0.270, -3.497, 3.089], [-4.820, -5.435, -2.751], [1.090, 5.303, 1.398], [2.245, -5.749, 0.906], [-2.042, -5.063, 1.344]],
  "atomic_forces_ev_per_a": [[1.170, 0.022, 0.311], [0.291, -1.561, 0.689], [-0.297, -0.436, 0.153], [1.131, 1.175, -0.845], [0.365, -0.192, -0.627], [-0.546, 0.000, 1.263], [0.499, 2.436, 1.348], [0.844, -0.299, 2.118], [-0.475, -0.075, 0.237], [-0.465, -0.055, -0.541], [0.088, 0.973, -0.770], [-0.991, 0.989, 0.650], [1.733, -1.175, 1.944], [-0.054, 2.318, -1.521], [-1.448, 2.079, -3.083], [-1.280, -0.828, 3.918], [1.323, 0.133, -2.806], [1.730, -2.724, -2.792], [-0.208, 0.284, 0.468], [0.536, 0.144, 1.408], [-1.565, -2.893, 2.044], [-2.047, -1.853, -4.270], [0.947, 0.307, 0.181], [-1.829, -0.199, 1.394], [0.315, -0.606, 0.746], [-0.665, -0.780, 0.731], [0.926, 0.026, 1.688], [-1.279, -0.186, -0.052], [-0.042, -0.706, 0.497], [1.622, 1.424, 0.703], [2.752, 0.765, -0.183], [0.581, 1.082, 1.244], [-0.830, 1.537, -0.388], [-0.043, 0.919, 0.910], [-0.268, -0.109, -0.421], [-0.811, -3.274, -0.034], [-0.509, -0.844, -2.519], [0.179, -1.439, -0.390], [0.498, 1.521, -0.706], [-0.045, -1.471, 0.364], [-1.306, 0.444, -0.108], [1.366, -0.726, -1.951], [-0.363, 0.833, -1.438], [0.787, 0.736, -0.668], [-0.281, 2.556, 0.308], [-0.482, 2.805, 2.115], [-0.808, -1.489, -0.529], [-1.590, -2.465, 1.820], [0.574, 2.854, -0.939], [-0.043, -1.957, 0.504], [0.003, 0.363, 0.342], [-0.385, 0.849, -0.892], [-0.094, 0.021, -1.208], [-0.008, -1.120, -0.985], [-0.395, -0.126, 0.149], [-0.224, 0.076, -0.189], [0.798, -1.174, 1.646], [-0.053, 0.806, 0.052], [0.267, 0.285, 0.217], [0.069, 0.351, -0.298], [-0.870, 0.587, -1.124], [0.102, 0.027, 0.003], [0.102, 0.601, -0.427], [-1.141, -0.760, 0.500], [-0.107, 0.318, 0.275], [0.377, -0.461, -0.109], [0.205, 0.049, -0.091], [0.124, -0.394, -0.198], [0.482, -0.197, -0.174], [0.244, 0.158, 0.676], [0.119, -0.271, 0.164], [-0.339, 0.319, 0.087], [-0.420, -0.018, 0.279], [-0.999, 0.540, 0.324], [-0.396, -0.183, 0.244], [0.007, -0.095, -0.234], [0.202, 0.150, -0.239], [0.078, -0.054, -0.377], [0.166, -0.832, 0.080], [0.405, 0.402, -0.409], [0.309, 0.133, -0.117], [0.259, 0.234, 0.360], [0.089, -0.048, -0.227], [-0.024, 0.673, -0.263], [-0.254, -0.085, 0.022], [0.116, 0.030, 0.173], [0.252, -0.217, -0.441], [0.145, -0.857, -0.076], [0.451, -0.287, 0.045], [0.509, 0.012, -0.633], [-0.056, -0.474, 0.340], [-0.073, 0.132, 0.122], [0.417, 0.330, 0.264], [0.334, 0.462, 0.196], [0.005, -0.277, -0.169], [-0.118, -0.536, -0.124], [-0.154, 0.204, 0.021], [-0.213, 0.333, 0.255]],
  "mulliken_charge": [-0.573, -0.576, -0.446, -0.686, -0.537, -0.443, -0.551, -0.345, 0.027, -0.570, -0.331, -0.516, -0.327, -0.868, -0.146, -0.421, -0.452, -0.428, -0.352, 0.854, -0.415, -0.035, -0.610, -0.374, -0.488, -0.702, -0.734, 0.749, -0.646, -0.525, 0.092, -0.844, -0.259, -0.159, 0.430, -0.332, -0.648, -0.290, -0.426, 0.088, 0.204, 0.451, -0.565, -0.354, 0.130, 0.178, -0.575, 0.628, -0.321, 0.712, -0.605, 0.880, -0.165, 0.136, 0.423, 0.376, 0.146, 0.317, 0.336, 0.196, 0.165, 0.411, 0.221, -0.021, 0.406, 0.428, 0.476, 0.027, 0.318, 0.429, 0.194, 0.210, 0.601, 0.243, 0.476, 0.279, 0.240, 0.352, 0.292, 0.279, 0.389, 0.114, 0.418, 0.146, 0.552, 0.452, 0.244, 0.354, 0.198, 0.125, 0.226, -0.173, 0.449, 0.114, 0.386, 0.472, 0.322, 0.471]
}

Entry 2:
{
  "formula": "C36H45As2N7O8Ti",
  "method": "ωB97M-V/def2-TZVPD",
  "homo_lumo_gap_ev": [5.12, 4.91],
  "e_lumo_ha": [-0.251, -0.255],
  "mol_weight_g_mol": 901.5,
  "charge": 2,
  "de_lowest_ev": 2.7392,
  "symbols": ["As", "As", "Ti", "O", "O", "O", "O", "O", "O", "O", "O", "N", "N", "N", "N", "N", "N", "N", "C", "C", "C", "C", "C", "C", "C", "C", "C", "C", "C", "C", "C", "C", "C", "C", "C", "C", "C", "C", "C", "C", "C", "C", "C", "C", "C", "C", "C", "C", "C", "C", "C", "C", "C", "C", "H", "H", "H", "H", "H", "H", "H", "H", "H", "H", "H", "H", "H", "H", "H", "H", "H", "H", "H", "H", "H", "H", "H", "H", "H", "H", "H", "H", "H", "H", "H", "H", "H", "H", "H", "H", "H", "H", "H", "H", "H", "H", "H", "H", "H"],
  "xyz": [[0.540, -3.156, -0.135], [-1.431, -5.472, -2.698], [-0.920, -0.070, -0.282], [-2.563, -2.645, -2.561], [1.817, -5.379, -3.350], [-1.824, -1.583, -0.754], [-1.279, -7.532, 0.785], [-1.856, -7.842, -1.356], [-0.316, -4.596, 2.267], [2.002, -3.153, -3.349], [1.128, -6.193, 1.896], [1.329, -0.668, 1.655], [0.179, 1.552, 0.421], [-2.665, 1.334, -1.956], [-0.682, 0.164, -2.347], [-2.429, 1.145, -0.668], [-1.285, -0.150, 1.882], [2.219, 0.311, -0.740], [0.753, -1.332, 2.654], [3.332, -3.324, -3.868], [1.503, -2.019, 3.593], [-3.917, 1.625, 1.219], [-1.360, 0.078, -5.074], [1.976, 1.653, -1.291], [1.041, 2.457, -0.361], [-0.949, 1.135, 2.567], [-1.837, 0.728, -2.819], [-1.287, -7.169, -0.360], [1.323, -4.304, -3.155], [-3.171, 2.060, 0.127], [-1.627, -2.432, -1.690], [-4.500, 3.903, 1.731], [2.432, -3.681, -0.315], [-2.189, 0.706, -4.184], [-2.394, -9.138, -1.036], [-3.164, 3.417, -0.206], [-4.574, 2.549, 2.018], [-3.854, -2.023, -2.365], [-0.757, -1.304, 2.656], [-0.628, -6.849, -3.838], [2.887, -1.979, 3.475], [-0.424, 2.209, 1.598], [1.847, -7.100, 1.044], [0.208, -5.353, 1.473], [-0.086, -4.061, -2.757], [-0.178, -0.509, -4.597], [-0.734, -5.857, -0.839], [-0.339, -3.038, -1.879], [3.477, -1.261, 2.442], [2.654, -0.616, 1.534], [0.109, -0.444, -3.258], [3.169, 0.251, 0.389], [-0.073, -5.078, 0.014], [-3.815, 4.333, 0.601], [-3.117, 1.177, -4.476], [3.783, -2.336, -3.899], [1.929, -6.713, 0.029], [2.549, -0.299, -1.475], [-1.606, -9.783, -0.652], [-1.114, -2.236, 2.210], [-4.995, 4.623, 2.368], [2.900, 2.222, -1.435], [-2.297, -0.251, 1.883], [-4.393, -2.543, -1.575], [1.647, 3.052, 0.329], [3.320, 1.259, 0.784], [-4.378, -2.139, -3.308], [2.586, -4.525, -0.984], [0.507, -1.010, -5.267], [-1.411, -7.564, -4.075], [-2.626, 3.731, -1.090], [1.017, -0.893, -2.892], [1.518, 1.539, -2.267], [0.214, -7.362, -3.387], [1.022, -2.577, 4.385], [-3.757, -0.971, -2.113], [3.505, -2.498, 4.197], [4.151, -0.107, 0.072], [-4.042, 0.562, 1.402], [3.040, -2.837, -0.635], [-1.608, 0.040, -6.126], [-3.788, 5.384, 0.347], [0.430, 3.154, -0.937], [-5.165, 2.213, 2.860], [3.292, -3.746, -4.871], [-1.214, 2.882, 1.281], [4.554, -1.210, 2.347], [-1.119, -1.284, 3.687], [-3.181, -9.049, -0.290], [-1.810, 1.528, 3.105], [-0.176, 0.923, 3.304], [1.344, -8.061, 1.044], [-0.303, -6.367, -4.759], [0.326, 2.810, 2.121], [3.916, -3.988, -3.233], [2.748, -3.975, 0.688], [2.833, -7.210, 1.484], [0.818, 0.853, 0.827], [-2.792, -9.538, -1.962]],
  "atomic_forces_ev_per_a": [[0.476, -0.638, -0.044], [-0.132, -0.133, -0.238], [0.527, 3.234, 0.424], [0.233, 0.101, 0.105], [-0.106, -0.269, 0.159], [-1.383, -3.683, -1.272], [0.248, -0.036, 0.076], [0.125, 0.057, -0.239], [0.023, -0.198, -0.153], [-0.394, 0.027, 0.100], [0.234, -0.108, -0.034], [-0.076, -0.031, 0.007], [1.127, 0.830, 0.806], [-0.954, -0.143, -0.438], [-0.259, 0.039, -0.070], [1.167, -0.256, -0.476], [-0.002, -0.222, 0.481], [0.097, -0.088, -0.065], [0.023, 0.124, -0.097], [0.242, -0.078, -0.095], [0.002, -0.040, -0.016], [0.175, -0.091, -0.190], [-0.379, 0.288, 0.126], [-0.099, 0.061, 0.248], [0.132, -0.038, -0.184], [0.181, 0.378, -0.015], [-0.053, 0.165, 0.660], [-0.139, -0.028, 0.307], [0.777, 0.123, -0.370], [-0.385, 0.393, 0.234], [-1.202, 0.261, 0.227], [-0.003, 0.001, -0.034], [-0.077, 0.118, -0.194], [0.213, -0.142, -0.366], [-0.117, -0.208, 0.147], [0.120, -0.195, -0.026], [-0.086, 0.041, 0.138], [-0.415, 0.121, -0.017], [0.141, -0.312, 0.141], [-0.010, -0.040, 0.043], [-0.058, 0.030, 0.004], [-0.100, -0.054, 0.143], [-0.153, 0.038, -0.112], [-0.402, 0.308, 0.354], [-0.402, 0.541, 0.749], [0.324, -0.059, 0.377], [0.041, 0.055, -0.121], [0.651, -0.593, -0.613], [0.041, -0.063, -0.048], [-0.082, 0.060, -0.078], [0.486, 0.075, -0.735], [-0.174, -0.125, 0.042], [0.169, 0.089, 0.039], [0.025, -0.028, -0.027], [0.005, 0.005, 0.009], [-0.097, 0.018, 0.020], [-0.004, -0.019, -0.002], [0.011, 0.035, -0.061], [0.012, 0.047, -0.002], [-0.064, -0.001, -0.032], [-0.036, -0.027, -0.003], [-0.006, 0.003, 0.011], [-0.052, 0.043, 0.100], [0.109, -0.065, -0.005], [-0.095, 0.022, 0.064], [0.028, 0.020, -0.036], [0.066, -0.048, -0.013], [-0.033, 0.032, -0.037], [0.003, -0.017, 0.044], [-0.057, 0.061, 0.053], [-0.002, 0.033, 0.008], [0.051, -0.095, 0.112], [-0.045, -0.089, -0.061], [0.034, 0.075, 0.059], [0.004, 0.003, 0.012], [0.096, -0.012, -0.051], [-0.001, -0.011, -0.014], [0.005, 0.039, 0.019], [0.000, 0.005, 0.019], [-0.012, 0.045, 0.009], [-0.011, -0.011, 0.005], [0.001, -0.007, 0.007], [0.007, -0.027, -0.020], [0.020, -0.036, -0.012], [-0.034, -0.010, 0.029], [-0.011, 0.003, -0.042], [-0.007, 0.001, -0.007], [-0.054, 0.072, -0.031], [0.020, 0.060, -0.003], [-0.056, -0.100, -0.014], [-0.039, -0.060, -0.011], [-0.098, -0.053, -0.016], [0.016, 0.023, 0.017], [0.009, -0.002, -0.050], [-0.047, 0.011, 0.026], [-0.068, 0.061, 0.044], [-0.008, 0.058, 0.003], [0.065, 0.195, 0.114], [0.017, 0.063, -0.030]],
  "mulliken_charge": [0.940, 0.598, -0.472, -0.136, -0.503, -0.059, -0.574, -0.395, -0.566, 0.044, -0.326, 0.403, 0.947, -1.260, 1.261, 2.017, 0.277, 0.031, 0.672, -0.924, -0.988, -0.188, -0.626, -0.862, -0.569, -0.998, -0.306, -0.027, -0.041, -0.134, -0.092, -0.581, -1.681, -0.775, -0.729, -0.299, -0.889, -0.655, -1.700, -1.203, -0.690, -0.547, -0.555, -0.254, -0.244, -0.705, 1.692, 0.375, -1.106, 0.737, -0.170, -1.437, -0.641, -0.632, 0.607, 0.299, 0.200, 0.161, 0.334, 0.600, 0.438, 0.576, 0.245, 0.327, 0.531, 0.280, 0.305, 0.542, 0.577, 0.403, 0.446, 0.158, 0.153, 0.303, 0.579, 0.203, 0.459, 0.552, 0.583, 0.337, 0.445, 0.423, 0.409, 0.454, 0.314, 0.085, 0.544, 0.587, 0.301, 0.680, 0.426, 0.280, 0.414, 0.801, 0.361, 0.485, 0.300, -0.224, 0.262]
}